Record 1
{"formula": "C3H3N3O", "method": "ωB97M-V/def2-TZVPD", "e_above_lowest_kj_mol": 411.0, "homo_energy_ev": -9.153, "e_lumo_ha": -0.0271, "spin_multiplicity": 1, "smiles": "O=Nc1c[nH]cn1", "orbital_gap_ev": 8.415, "symbols": ["H", "C", "H", "N", "N", "H", "C", "C", "N", "O"], "xyz": [[-2.85223, 0.50680, -0.46767], [-0.75446, 1.17267, 0.10815], [-2.18418, -1.81783, 0.00966], [-1.89251, 0.35321, -0.21055], [1.61425, 0.64109, -0.02032], [-0.79782, 2.32416, 0.44686], [-1.40375, -1.01130, -0.05284], [0.31625, 0.26952, 0.15024], [-0.03801, -1.07502, 0.27664], [2.38748, -0.37918, -0.19283]], "nbo_charge": [0.43, -0.01, 0.21, -0.56, 0.08, 0.26, 0.17, 0.10, -0.38, -0.30]}

Record 2
{"formula": "C50H47Cl6CuF6N8O18S2", "method": "ωB97M-V/def2-TZVPD", "homo_energy_ev": [-11.120, -11.120], "s_squared": 0.76, "e_lumo_ha": [-0.1637, -0.2936], "charge": 1, "spin_multiplicity": 2, "orbital_gap_ev": [6.666, 3.131], "symbols": ["C", "C", "C", "O", "C", "O", "C", "C", "H", "N", "C", "H", "H", "C", "H", "O", "N", "C", "H", "H", "C", "F", "H", "H", "H", "C", "Cl", "H", "H", "C", "H", "H", "N", "Cu", "F", "O", "O", "H", "C", "H", "C", "H", "C", "C", "C", "H", "C", "Cl", "H", "C", "H", "O", "H", "N", "H", "C", "C", "C", "C", "C", "O", "C", "C", "F", "C", "H", "O", "C", "C", "Cl", "C", "H", "F", "H", "N", "C", "H", "C", "H", "F", "C", "H", "H", "H", "N", "H", "H", "O", "H", "C", "C", "O", "H", "H", "S", "H", "S", "C", "C", "C", "C", "H", "H", "C", "H", "H", "C", "O", "O", "H", "C", "Cl", "O", "O", "C", "C", "H", "O", "H", "Cl", "H", "C", "H", "C", "H", "F", "H", "C", "C", "O", "O", "N", "O", "H", "Cl", "N", "C", "C"], "xyz": [[2.58203, -8.17343, 3.52264], [-1.37605, -20.58044, 6.18503], [6.79892, -16.13115, 7.24706], [0.19527, -23.32165, 4.43820], [3.46358, -10.02707, 2.22601], [6.05414, -18.67703, 6.67315], [0.06732, -19.40188, 2.26907], [5.44995, -12.31263, 4.07661], [-0.44943, -22.59063, 1.45559], [8.97770, -12.20973, 5.37318], [2.89331, -16.98601, 11.09852], [8.85829, -13.67409, 8.33037], [5.81737, -16.29459, 6.82723], [0.99357, -14.76519, 7.13513], [6.27560, -24.77127, 5.48730], [2.36536, -12.97916, 5.53360], [1.14407, -15.71020, 0.01085], [0.15233, -21.69441, 1.48886], [-1.53014, -20.75005, 2.42666], [0.74307, -8.55091, 4.63060], [3.64316, -23.12160, 4.12895], [-0.10374, -14.28292, 6.51091], [4.30182, -10.40947, 1.66250], [5.15109, -9.88804, 6.39813], [-0.49097, -16.77360, -4.18037], [1.23428, -20.27500, 6.92793], [4.87437, -15.87097, -1.63128], [0.62747, -18.42381, 7.87607], [3.46885, -20.99896, 3.86634], [6.82179, -12.61220, 4.31852], [-1.65287, -18.62380, 7.03687], [-1.05920, -12.71009, -2.89706], [1.85047, -15.18512, 4.66412], [0.34839, -14.80906, 3.17431], [2.02014, -18.24862, 4.73563], [7.87952, -23.19240, 6.62624], [3.15221, -12.82840, 1.82187], [-2.40608, -20.66559, 5.87170], [1.47399, -21.54784, 1.12136], [2.70130, -23.45910, 3.72228], [3.47202, -12.43629, 9.31569], [2.60432, -12.53253, 9.96830], [5.63096, -10.64334, 5.79344], [4.07725, -21.82240, 4.21017], [9.20853, -15.84299, 8.77156], [0.74230, -17.25027, -2.19929], [7.37680, -14.89448, 7.40581], [5.16612, -18.29952, 10.52308], [10.13245, -15.79547, 9.32879], [4.90728, -11.28604, 4.81870], [5.59633, -20.53399, 4.83832], [1.75862, -16.76943, 0.02639], [0.65480, -10.68992, 4.16469], [-0.73603, -22.71930, 4.82350], [3.13439, -20.29170, 0.88142], [0.27520, -16.27828, -2.25807], [0.85764, -21.35315, 6.16305], [1.44793, -10.25384, 3.57546], [8.57420, -17.04871, 8.57561], [5.62436, -23.96873, 5.17389], [9.59880, -11.49810, 6.08147], [-0.69149, -13.67807, -2.59012], [1.44808, -8.92536, 3.90318], [0.78011, -16.07102, 7.28686], [8.52419, -14.69536, 8.22186], [2.69274, -7.16620, 3.89631], [9.52377, -13.14121, 4.79360], [3.57493, -8.73240, 2.74543], [0.32820, -19.30211, 7.32342], [5.93397, -12.93297, 0.30264], [-0.50868, -20.59359, 2.11275], [4.44781, -10.61507, 10.07829], [1.15232, -14.11889, 8.26950], [4.45413, -8.13182, 2.56458], [6.89338, -18.56843, 7.52550], [5.93179, -14.72388, 0.65097], [4.59268, -16.37604, 0.71652], [-0.95906, -19.43534, 6.87434], [6.95269, -14.01406, 6.94605], [4.11587, -18.48555, 4.24229], [1.40684, -19.28959, 1.82343], [3.39234, -16.18199, 11.63946], [0.18280, -13.33910, -0.63213], [3.79919, -13.42033, 8.97993], [7.40759, -22.31689, 5.89736], [2.25821, -20.12927, 7.23895], [3.33187, -17.73637, 9.11479], [3.69795, -14.87548, 6.52701], [9.17313, -17.86287, 8.95614], [5.29652, -21.57090, 4.80182], [2.12933, -20.37054, 1.26877], [-1.92742, -23.08784, 4.68229], [5.97023, -14.90374, 1.72533], [4.91546, -12.02310, 10.99978], [3.23864, -15.95993, 3.90281], [7.58452, -10.29377, 6.68232], [2.47894, -14.39342, 5.92609], [3.85226, -17.25296, 9.94160], [-0.43175, -21.52048, 5.67114], [3.25431, -17.69751, 4.85222], [7.55975, -11.92726, 5.22548], [2.04651, -22.45912, 1.03082], [6.85131, -15.15434, 0.25434], [-0.90833, -14.66838, -3.58718], [4.00535, -25.18920, 4.67557], [7.26593, -13.36788, 3.68757], [4.42487, -24.19456, 4.64239], [1.04797, -15.06354, 1.03150], [4.61142, -15.43213, 4.17731], [4.87027, -12.76280, 3.28432], [6.96250, -10.88580, 6.02735], [1.36790, -16.28706, 10.59494], [1.23529, -12.83406, 2.81528], [7.18134, -19.44921, 8.29541], [6.13752, -22.64811, 5.25401], [7.41168, -17.24448, 7.80776], [1.95452, -18.39927, 2.09503], [-0.10973, -17.11314, 2.77325], [3.90686, -10.93354, 4.61548], [6.17517, -11.67655, 9.01858], [-1.33732, -14.34124, -4.52278], [0.01892, -14.02880, -1.44689], [3.85389, -14.83273, 0.23922], [0.45406, -15.35085, -1.23989], [2.76885, -17.90800, 11.66645], [3.52277, -17.52594, 6.15239], [1.64833, -22.05096, 5.93011], [2.37648, -10.79855, 2.68524], [-0.36722, -15.96700, -3.47291], [-1.71857, -18.50548, 3.42704], [7.90545, -21.18262, 5.74371], [-0.62975, -18.26445, 2.91689], [2.94862, -16.24857, 2.50077], [4.29464, -16.38450, 9.45356], [2.99298, -11.40858, 7.90483], [2.24506, -12.26364, 2.36581], [4.74027, -15.46000, 0.14453], [4.68594, -11.67528, 9.99259]], "lowdin_spin": [0.00, 0.00, 0.00, 0.00, 0.00, 0.00, 0.00, 0.00, 0.00, 0.00, 0.00, 0.00, 0.00, 0.00, 0.00, 0.06, 0.00, 0.00, 0.00, 0.00, 0.00, 0.00, 0.00, 0.00, 0.00, 0.00, 0.00, 0.00, 0.00, 0.00, 0.00, 0.00, 0.24, 0.56, 0.00, 0.00, 0.00, 0.00, 0.00, 0.00, 0.00, 0.00, 0.00, 0.00, 0.00, 0.00, 0.00, 0.00, 0.00, 0.00, 0.00, 0.00, 0.00, 0.00, 0.00, 0.00, 0.00, 0.00, 0.00, 0.00, 0.00, 0.00, 0.00, 0.00, 0.00, 0.00, 0.00, 0.00, 0.00, 0.00, 0.00, 0.00, 0.00, 0.00, 0.00, 0.00, 0.00, 0.00, 0.00, 0.01, 0.00, 0.00, 0.00, 0.00, 0.00, 0.00, 0.00, 0.04, 0.00, 0.00, 0.00, 0.00, 0.00, 0.00, 0.01, 0.00, 0.00, 0.00, 0.00, 0.02, 0.00, 0.00, 0.00, 0.00, 0.00, 0.00, 0.00, 0.00, 0.00, 0.00, 0.00, 0.00, 0.05, 0.00, 0.00, 0.00, 0.00, 0.01, 0.00, 0.00, 0.00, 0.00, 0.00, 0.00, 0.00, 0.00, 0.00, 0.00, 0.00, 0.00, 0.00, 0.00, 0.00, 0.00, 0.00, 0.00, 0.00, 0.00]}

Record 3
{"formula": "C26H49ClFN4O2S", "method": "ωB97M-V/def2-TZVPD", "e_above_lowest_kj_mol": 765.4, "homo_energy_ev": -10.273, "e_lumo_ha": -0.1333, "charge": 1, "spin_multiplicity": 1, "orbital_gap_ev": 6.645, "symbols": ["H", "H", "H", "H", "N", "H", "H", "C", "H", "H", "C", "H", "H", "C", "Cl", "C", "H", "H", "H", "C", "C", "H", "C", "H", "H", "C", "H", "H", "H", "H", "C", "C", "H", "C", "H", "H", "H", "O", "C", "C", "H", "H", "C", "N", "F", "C", "C", "H", "H", "H", "H", "C", "C", "S", "H", "N", "H", "C", "N", "H", "H", "O", "H", "H", "H", "H", "H", "H", "H", "H", "C", "H", "C", "C", "H", "H", "C", "H", "H", "C", "H", "H", "C", "C"], "xyz": [[3.14261, 3.30213, 2.41139], [-0.18434, 0.65344, 0.43107], [6.20557, -3.76084, -3.27389], [-0.18224, 1.25096, -3.48410], [-3.38519, 0.22012, -0.41219], [-0.82829, 4.40130, 0.37503], [1.45828, 4.26447, 0.85279], [8.98633, -5.89711, -2.18116], [0.21818, 3.47356, 3.02748], [-7.92020, -0.48176, 2.16732], [-6.08103, -3.25272, 2.33856], [9.66471, -5.36179, -2.84774], [-7.13957, 2.50413, -2.08619], [7.03884, -4.46083, -3.34539], [-3.06428, -2.68746, -0.12860], [-2.64738, 3.21518, 1.20142], [3.24630, 1.35993, -0.13926], [7.83723, -4.01375, -3.94041], [-7.03678, 2.00017, 0.40372], [-0.06380, 3.03001, 1.99487], [-3.19963, 3.53145, -0.27231], [-3.45002, 4.65590, -0.34320], [-1.12760, 0.00967, 0.37873], [1.09981, 2.62002, 0.05708], [-5.07939, -2.75467, 2.56754], [-7.34917, 1.41101, -1.82941], [5.92835, 0.17926, -1.03608], [6.69452, -5.38537, -3.81211], [0.40165, 1.28690, -1.67452], [-0.41937, 1.96290, 2.18699], [5.98397, -1.92658, -0.22442], [-0.13562, 0.67015, -2.49460], [-5.92755, -4.25091, 1.77436], [5.10905, 1.93137, 0.99205], [-2.32706, 3.36073, -1.01237], [6.31917, 0.13245, 1.74479], [6.58235, -3.61741, 1.09446], [-2.56225, 0.25432, -2.85691], [-4.53584, 2.73571, -0.67320], [6.14442, -2.55560, 1.24443], [4.45229, -0.07710, 1.75194], [-4.68123, 2.89026, -1.81330], [-7.01327, 1.07163, -0.26079], [-5.68434, 0.38618, -0.26147], [-6.61982, 0.47308, -2.64605], [-3.94529, -1.10661, -0.21036], [3.60991, 2.24634, 0.50836], [-1.32167, 4.88872, 2.07624], [-5.41976, 3.25309, -0.16099], [2.41779, 1.55909, 2.30080], [6.97562, -1.92325, -0.80458], [2.58519, 2.54554, 1.74305], [-8.19097, -1.56608, 1.92695], [7.63411, -4.81128, -1.67656], [-2.57996, 2.10148, 1.44922], [-2.08156, 0.62624, -0.59767], [5.81592, 2.24870, 0.12893], [-4.47903, 1.16021, -0.44440], [-6.45776, -2.13353, 0.06418], [-3.34711, 3.70137, 1.97253], [8.57952, -6.77562, -2.68517], [8.24488, -3.55635, -1.14606], [4.25316, -0.54806, -0.58792], [0.31761, -0.37568, -2.61643], [-8.58572, -2.08949, 2.87544], [-8.46204, 1.17761, -1.95746], [3.65055, 3.19354, -0.14193], [-1.63078, -0.07899, 1.40984], [-9.02671, -1.51929, 1.12779], [6.86503, -1.98289, 1.92938], [1.24762, 3.15067, 1.07524], [9.52837, -6.21150, -1.28853], [-5.50482, -1.05874, -0.09856], [5.35380, 0.32636, 1.15327], [-7.83474, 0.36562, 0.09516], [-6.72348, -3.44574, 3.27854], [-1.21657, 3.98542, 1.37895], [5.25643, -2.61699, -0.80843], [-0.77458, -1.04535, 0.06385], [-6.87724, -2.27677, 1.32556], [5.11919, -2.71208, 1.73334], [5.43791, 2.50406, 1.92765], [5.34604, -0.44318, -0.26276], [-1.64720, 0.48891, -2.00274]], "mulliken_charge": [0.34, -0.03, 0.28, 0.34, 0.72, 0.46, 0.44, -1.01, 0.41, 0.27, -0.90, 0.31, 0.26, -0.97, -0.13, -0.32, -0.03, 0.31, 0.39, -0.41, -1.02, 0.45, -0.93, -0.17, 0.24, -0.32, 0.19, 0.39, -0.06, 0.33, -0.11, -0.59, 0.28, -0.71, 0.28, 0.28, 0.26, -0.56, -0.65, -0.98, 0.14, 0.33, -0.64, 0.38, -0.29, 0.04, -0.33, 0.31, 0.36, 0.22, 0.20, -0.57, -1.13, 0.57, 0.24, 0.03, 0.33, 0.15, -0.43, 0.42, 0.37, -0.61, 0.11, 0.29, 0.38, 0.35, 0.35, 0.45, 0.33, 0.24, -0.46, 0.33, -0.23, -0.37, 0.20, 0.36, -0.93, 0.09, 0.34, 0.95, 0.27, 0.34, -0.28, 0.44]}

Result set for E: -355.48335, -9521.97235, -2347.22244 hartree, one per record in the order listed.